(1)
The following is a quantum chemistry calculation of C4H9NS as an isolated structure in a non-equilibrium geometry, from the Open Molecules 2025 dataset.

Results
Spin multiplicity: 1
Energy above the lowest of the compared OMol25 structures with the same formula, charge and spin (eV): 5.736
Calculated total energy (eV): -16613.7188
Gap between HOMO and LUMO (eV): 8.0
LUMO energy (hartree): 0.020

The geometry in XYZ format:
```
15
C4H9NS ωB97M-V/def2-TZVPD
C -2.252 -1.123 -0.150
C -3.002 0.832 0.219
C -0.085 0.596 -0.719
C 3.968 -0.193 0.377
N -3.393 -0.415 0.028
S -1.255 0.275 0.418
H -2.153 -2.142 0.182
H -3.618 1.702 0.311
H 3.049 -0.251 -0.193
H -0.396 0.708 -1.743
H 0.649 1.299 -0.367
H 4.171 -1.150 0.838
H 4.786 0.074 -0.281
H 3.867 0.562 1.146
H -4.336 -0.776 -0.065
```

***

(2)
The following is a quantum chemistry calculation of the molecule C4H9NS in a non-equilibrium geometry, from the Open Molecules 2025 dataset.

Results
Spin multiplicity: 1
Energy above the lowest of the compared OMol25 structures with the same formula, charge and spin (eV): 3.418
Calculated total energy (eV): -16616.0366
Gap between HOMO and LUMO (eV): 9.6
LUMO energy (hartree): 0.031
Structure (SMILES): CCS/C=N/C

The geometry in XYZ format:
```
15
C4H9NS ωB97M-V/def2-TZVPD
C 2.010 0.202 0.104
C 0.978 0.434 -1.159
S 0.402 -1.400 -1.710
C -0.981 -1.178 -0.708
N -0.806 -0.355 0.250
C -1.742 0.306 1.160
H 1.334 -0.295 0.743
H 2.930 -0.370 -0.243
H 2.335 0.932 0.862
H 0.097 0.797 -0.597
H 1.106 1.039 -2.037
H -1.858 -1.783 -0.970
H -2.494 -0.299 1.782
H -0.960 0.837 1.809
H -2.352 1.132 0.714
```

***

(3)
The following is a quantum chemistry calculation of the molecule C4H9NS2 in a non-equilibrium geometry, from the Open Molecules 2025 dataset.

Results
Spin multiplicity: 1
Energy above the lowest of the compared OMol25 structures with the same formula, charge and spin (eV): 0.000
Calculated total energy (eV): -27454.7449
Gap between HOMO and LUMO (eV): 9.1
LUMO energy (hartree): 0.025
Structure (SMILES): CCCSC(N)=S

The geometry in XYZ format:
```
16
C4H9NS2 ωB97M-V/def2-TZVPD
C 1.819 -0.872 0.941
C 1.177 0.269 0.171
C 0.401 -0.174 -1.065
S -1.056 -1.203 -0.724
C -2.292 -0.103 -0.124
N -2.032 1.220 -0.101
S -3.742 -0.737 0.369
H 2.521 -1.407 0.288
H 1.051 -1.582 1.335
H 2.402 -0.507 1.829
H 0.540 0.836 0.843
H 1.963 0.953 -0.167
H 0.121 0.679 -1.688
H 1.040 -0.854 -1.666
H -1.180 1.642 -0.443
H -2.734 1.839 0.203
```

***

(4)
The following is a quantum chemistry calculation of the molecule C4H9NS2 in a non-equilibrium geometry, from the Open Molecules 2025 dataset.

Results
Spin multiplicity: 1
Energy above the lowest of the compared OMol25 structures with the same formula, charge and spin (eV): 0.896
Calculated total energy (eV): -27453.8489
Gap between HOMO and LUMO (eV): 8.8
LUMO energy (hartree): 0.000
Structure (SMILES): CC(C)(N)C(=S)S

The geometry in XYZ format:
```
16
C4H9NS2 ωB97M-V/def2-TZVPD
C -0.106 -1.051 0.921
C -0.233 0.146 -0.041
C 0.836 1.220 0.230
N -1.493 0.915 0.093
C -0.209 -0.506 -1.419
S -1.475 -0.738 -2.333
S 1.354 -1.076 -1.968
H 0.806 -1.695 0.585
H 0.142 -0.761 2.008
H -0.991 -1.713 0.838
H 0.539 1.634 1.223
H 0.758 2.011 -0.525
H 1.857 0.808 0.340
H -1.554 1.181 1.044
H -2.322 0.272 -0.060
H 2.090 -0.647 -0.938
```

***

(5)
The following is a quantum chemistry calculation of the molecule C4H9NS2 in a non-equilibrium geometry, from the Open Molecules 2025 dataset.

Results
Spin multiplicity: 1
Energy above the lowest of the compared OMol25 structures with the same formula, charge and spin (eV): 4.836
Calculated total energy (eV): -27449.9094
Gap between HOMO and LUMO (eV): 8.3
LUMO energy (hartree): -0.007
Structure (SMILES): CN[C@H](C=S)CS

The geometry in XYZ format:
```
16
C4H9NS2 ωB97M-V/def2-TZVPD
C -0.578 -0.531 -1.790
N -0.477 0.611 -1.104
C -0.508 0.469 0.393
C -0.049 1.726 0.948
S 0.291 2.989 0.051
C 0.596 -0.383 0.705
S 0.867 -0.972 2.434
H 0.432 -0.896 -2.222
H -1.252 -0.398 -2.762
H -1.320 -1.378 -1.251
H 0.541 0.835 -1.235
H -1.426 0.197 0.684
H 0.147 1.397 2.086
H 0.747 -1.288 0.146
H 1.472 0.196 0.380
H 0.517 -2.574 2.535
```

***

(6)
The following is a quantum chemistry calculation of C4H9NSi as an isolated structure in a non-equilibrium geometry, from the Open Molecules 2025 dataset.

Results
Spin multiplicity: 1
Energy above the lowest of the compared OMol25 structures with the same formula, charge and spin (eV): 5.283
Calculated total energy (eV): -13657.0348
Gap between HOMO and LUMO (eV): 5.5
LUMO energy (hartree): -0.033

The geometry in XYZ format:
```
15
C4H9NSi ωB97M-V/def2-TZVPD
C 0.516 0.579 0.500
C -1.413 -1.424 0.534
C -1.631 -0.260 1.395
C -0.314 0.482 1.541
N 1.344 0.652 -0.361
Si 2.506 1.042 -2.398
H -2.310 -1.906 0.259
H -1.162 -0.957 -0.415
H -0.819 -2.191 0.777
H -2.030 -0.665 2.422
H -2.347 0.472 0.926
H 0.146 0.746 2.551
H 1.660 2.008 -3.010
H 2.242 -0.216 -3.117
H 3.611 1.639 -1.603
```

***

Please write out number 1 again, unchanged.
The following is a quantum chemistry calculation of C4H9NS as an isolated structure in a non-equilibrium geometry, from the Open Molecules 2025 dataset.

Results
Spin multiplicity: 1
Energy above the lowest of the compared OMol25 structures with the same formula, charge and spin (eV): 5.736
Calculated total energy (eV): -16613.7188
Gap between HOMO and LUMO (eV): 8.0
LUMO energy (hartree): 0.020

The geometry in XYZ format:
```
15
C4H9NS ωB97M-V/def2-TZVPD
C -2.252 -1.123 -0.150
C -3.002 0.832 0.219
C -0.085 0.596 -0.719
C 3.968 -0.193 0.377
N -3.393 -0.415 0.028
S -1.255 0.275 0.418
H -2.153 -2.142 0.182
H -3.618 1.702 0.311
H 3.049 -0.251 -0.193
H -0.396 0.708 -1.743
H 0.649 1.299 -0.367
H 4.171 -1.150 0.838
H 4.786 0.074 -0.281
H 3.867 0.562 1.146
H -4.336 -0.776 -0.065
```

***

Q: LUMO energy of number 6 (C4H9NSi)?
A: -0.033 hartree